Entry i
18
Properties=species:S:1:pos:R:3 method="wB97M-V/def2-TZVPD" homo_lumo_gap_ev=8.78 spin_multiplicity=1
C -1.765 2.611 -0.189
C 0.924 0.008 -1.138
C -1.031 -1.871 0.515
C 1.176 -2.362 2.073
H -2.571 2.015 -0.624
H -1.675 2.395 0.877
H -1.990 3.670 -0.324
H 1.725 0.463 -1.732
H 1.013 -1.061 -0.929
H -1.268 -2.938 0.545
H -1.498 -1.368 1.366
H -1.440 -1.450 -0.406
H 0.678 -1.853 2.904
H 0.909 -3.420 2.082
H 2.257 -2.270 2.209
N -0.089 0.627 -0.689
S -0.212 2.293 -1.037
S 0.753 -1.598 0.493



Entry ii
18
Properties=species:S:1:pos:R:3 method="wB97M-V/def2-TZVPD" homo_lumo_gap_ev=8.80 spin_multiplicity=1
C 0.951 -1.341 0.253
C 0.606 -2.590 0.569
N -0.519 -3.318 0.117
H 0.362 -0.766 -0.438
H 1.820 -0.871 0.687
H 1.192 -3.190 1.201
H -1.339 -2.683 -0.051
H -0.732 -4.153 0.673
C 0.929 2.572 0.494
C -0.422 2.164 -0.069
S -0.253 1.459 -1.815
S -2.258 0.828 -2.030
H 1.284 3.542 0.119
H 1.679 1.825 0.344
H 0.841 2.663 1.590
H -1.059 3.022 -0.173
H -0.959 1.356 0.453
H -2.123 -0.519 -1.923



Which one sits at the bottom of the stability order? entry i does.



Entry i
32
Properties=species:S:1:pos:R:3 method="wB97M-V/def2-TZVPD" charge=-1 homo_lumo_gap_ev=9.00 spin_multiplicity=1
C 0.878 1.877 0.105
O -0.372 2.043 -0.398
C 1.485 0.518 0.209
C 0.531 -0.441 0.972
C 0.910 -1.850 0.689
C 2.067 -2.466 0.955
N 1.854 0.008 -1.167
H 0.965 2.386 1.002
H 1.487 2.625 -0.516
H 2.386 0.730 0.716
H 0.497 -0.343 2.032
H -0.568 -0.225 0.584
H 0.085 -2.462 0.352
H 2.869 -1.785 1.224
H 2.384 -3.467 0.875
H 1.708 -0.998 -1.220
H 1.225 0.312 -1.953
H -2.057 1.194 1.968
H -0.636 1.704 2.030
O -1.386 1.380 2.494
H 0.158 3.164 -1.725
H 0.247 2.765 -3.041
O 0.091 3.591 -2.639
H -2.182 -2.653 0.192
H -1.631 -3.614 1.296
O -2.166 -3.574 0.534
H -0.759 1.133 -1.174
H -1.684 0.294 -2.504
O -1.214 0.151 -1.810
H -2.077 -0.472 -0.815
H -2.515 -0.510 0.793
O -2.579 -1.015 -0.062



Entry ii
32
Properties=species:S:1:pos:R:3 method="wB97M-V/def2-TZVPD" charge=-1 homo_lumo_gap_ev=8.74 spin_multiplicity=1
C -2.107 0.522 -0.605
O -1.742 1.828 -1.081
C -0.829 -0.376 -0.789
C -1.159 -1.775 -0.475
C -1.420 -2.076 1.006
C -0.277 -1.629 1.993
O 0.921 -2.247 1.495
N -0.412 -0.324 -2.204
H -2.961 0.276 -1.274
H -2.469 0.408 0.412
H -0.079 0.168 -0.180
H -1.851 -2.327 -1.092
H -0.298 -2.429 -0.868
H -2.399 -1.673 1.365
H -1.589 -3.123 1.274
H -0.292 -0.546 1.769
H -0.412 -1.938 3.013
H 1.513 -1.502 1.329
H -1.114 -0.095 -2.896
H 0.314 0.342 -2.416
H 3.372 0.781 -1.551
H 2.532 0.270 -2.701
O 3.368 0.096 -2.234
H 2.084 2.681 1.140
H 0.662 2.596 0.254
O 1.817 2.398 0.256
H -0.508 3.985 0.238
H -1.509 2.313 -0.214
O -0.459 3.127 0.665
H 2.772 -0.092 2.165
H 2.189 0.611 0.880
O 2.343 -0.253 1.325



Which one sits at the bottom of the stability order? entry i does.